Entry 1:
{"formula": "C48H55MgN5O4P2Si", "method": "ωB97M-V with the def2-TZVPD basis set", "symbols": ["Mg", "O", "P", "C", "P", "O", "C", "C", "C", "C", "C", "C", "C", "C", "C", "C", "C", "C", "C", "C", "C", "C", "C", "C", "C", "C", "C", "C", "C", "C", "H", "H", "H", "H", "H", "H", "H", "H", "H", "H", "H", "H", "H", "H", "H", "H", "H", "H", "H", "H", "H", "H", "C", "C", "O", "C", "C", "C", "C", "C", "C", "O", "H", "H", "H", "H", "H", "H", "H", "C", "Si", "C", "C", "N", "C", "C", "C", "C", "C", "C", "H", "H", "H", "H", "H", "H", "H", "H", "H", "H", "H", "H", "H", "H", "C", "N", "C", "N", "C", "N", "C", "N", "C", "C", "H", "H", "H", "H", "H", "H", "H", "H", "H", "H", "H", "H"], "coordinates": [[10.587551, 11.789894, 10.088579], [12.529390, 11.619990, 11.448623], [12.650565, 11.941781, 12.957628], [11.251157, 12.943564, 13.567765], [10.354653, 14.046257, 12.396801], [10.122022, 13.410338, 11.025916], [11.328711, 15.547898, 12.371982], [11.947799, 16.051036, 13.546853], [12.559892, 17.304235, 13.603420], [12.568183, 18.141383, 12.466570], [12.109535, 17.586463, 11.275106], [11.503613, 16.323133, 11.241102], [8.733394, 14.360387, 13.057700], [8.449910, 15.606026, 13.672633], [7.297426, 15.779832, 14.462772], [6.413108, 14.731597, 14.654866], [6.558158, 13.532845, 13.899582], [7.678506, 13.395536, 13.079345], [12.704730, 10.490195, 14.011405], [12.108345, 10.421109, 15.281478], [12.041735, 9.190842, 15.962047], [12.677200, 8.070694, 15.424987], [13.274491, 8.142522, 14.169759], [13.255525, 9.317658, 13.446546], [14.089481, 12.934117, 13.364767], [14.373864, 13.270720, 14.669420], [15.534115, 14.010601, 14.949082], [16.365143, 14.475627, 13.960983], [15.971563, 14.277563, 12.623868], [14.886178, 13.458459, 12.356384], [11.572903, 13.476117, 14.478158], [10.527543, 12.208886, 13.918908], [11.906793, 15.434735, 14.420421], [13.052221, 17.606565, 14.525882], [12.770765, 19.211406, 12.510770], [12.153271, 18.083990, 10.291080], [11.088081, 15.929746, 10.302263], [9.193172, 16.385704, 13.666604], [7.174681, 16.790919, 14.915664], [5.563426, 14.866429, 15.315846], [5.775813, 12.771400, 13.929647], [7.767885, 12.533683, 12.387302], [11.678629, 11.260027, 15.763633], [11.527210, 9.153849, 16.934065], [12.734512, 7.158914, 16.018025], [13.825287, 7.267128, 13.813948], [13.826860, 9.430474, 12.503307], [13.752931, 12.890727, 15.487690], [15.742791, 14.213887, 15.976489], [17.254581, 15.030935, 14.246263], [16.445813, 14.798473, 11.792442], [14.657190, 13.176771, 11.321827], [8.521922, 8.990947, 12.819270], [9.073563, 9.569299, 11.549437], [9.823041, 10.599005, 11.583563], [8.761671, 8.839798, 10.328084], [8.261055, 7.557372, 10.339391], [7.722674, 7.026045, 9.187424], [7.765855, 7.680334, 7.951513], [8.393402, 8.908212, 7.889447], [8.914279, 9.547750, 9.046300], [9.397949, 10.725221, 8.961437], [8.405687, 9.765182, 13.597915], [9.139277, 8.189350, 13.288548], [7.545709, 8.517186, 12.640358], [8.247165, 7.007928, 11.261813], [7.205859, 6.058265, 9.279298], [7.337525, 7.210997, 7.046930], [8.552941, 9.478850, 6.990451], [12.607753, 13.245924, 6.135407], [13.062299, 12.607090, 7.879543], [14.806179, 11.921896, 8.114735], [12.931165, 14.150444, 8.979168], [12.029957, 11.345232, 8.512165], [12.342997, 10.088265, 8.062721], [12.477997, 9.797480, 6.658758], [13.020925, 8.590874, 6.221171], [13.368062, 7.602937, 7.126903], [13.088495, 7.837288, 8.503310], [12.532268, 9.011918, 8.948764], [13.483989, 13.420672, 5.469953], [12.125833, 14.217608, 6.192842], [11.888034, 12.660001, 5.527354], [15.581472, 12.664311, 8.405192], [15.179685, 11.316654, 7.299029], [14.812188, 11.210287, 8.911916], [11.883521, 14.297811, 9.252389], [13.246971, 15.048616, 8.410437], [13.501346, 14.093791, 9.886774], [12.218586, 10.583127, 5.963356], [13.249633, 8.444062, 5.142886], [13.904475, 6.678588, 6.804307], [13.321404, 7.086311, 9.245773], [12.357369, 9.087014, 10.007563], [8.977951, 15.022862, 8.092421], [8.818965, 13.553311, 8.321240], [7.403338, 13.279859, 8.821405], [6.324990, 13.781547, 7.950696], [6.582890, 15.269509, 7.771250], [7.906196, 15.578159, 7.183294], [8.042145, 14.818740, 5.883765], [7.879721, 13.349131, 6.047504], [8.899668, 12.874518, 7.006049], [6.504772, 13.117959, 6.662543], [9.958960, 15.242038, 7.664837], [8.869214, 15.593765, 9.057729], [7.283200, 13.758891, 9.808876], [7.309544, 12.198202, 8.868237], [6.520974, 15.670412, 8.779311], [5.864130, 15.683614, 7.041276], [9.005452, 15.023367, 5.437434], [7.247721, 15.127941, 5.212539], [9.887639, 13.062932, 6.581188], [8.831071, 11.763141, 7.124290], [6.314321, 12.051959, 6.722696], [5.712746, 13.542977, 5.965449]], "atomic_forces_ev_per_a": [[1.219, -1.113, -1.186], [0.173, 0.692, 2.837], [-0.340, -0.066, -3.025], [-0.477, -0.099, 0.575], [0.115, -1.375, -1.802], [0.593, 1.175, 1.530], [0.866, 1.161, 0.996], [-0.182, 0.008, -0.576], [-0.104, -0.090, -0.367], [-0.707, -0.702, -0.042], [-0.328, -0.238, -0.715], [-0.628, -0.294, -0.896], [-1.712, 1.275, 1.389], [0.082, -1.342, 0.519], [0.607, 0.732, -0.194], [-0.087, -0.436, -0.708], [0.467, 1.169, 0.072], [0.668, -0.558, -0.535], [-0.521, -0.876, 0.276], [0.284, -1.540, -0.536], [0.279, 0.503, -0.032], [-0.359, 0.299, 0.304], [0.399, -0.526, 0.275], [0.795, 1.125, -0.238], [0.063, 0.151, -0.217], [0.604, 0.012, 0.609], [-0.986, -0.669, 0.426], [-0.345, 0.367, -0.931], [0.176, 0.181, 0.431], [-0.004, -0.213, -1.060], [-0.151, -0.004, -0.401], [-0.335, -0.083, -0.156], [0.167, 0.003, 0.561], [-0.320, 0.084, -0.130], [0.577, -0.420, 0.083], [0.049, 0.129, 0.856], [0.315, 0.416, 0.345], [0.064, 0.224, -0.159], [-0.164, -1.100, -0.185], [0.044, -0.098, -0.084], [0.373, 0.205, -0.040], [0.031, 0.368, 0.737], [-0.411, 0.844, 0.201], [0.396, -0.068, -0.502], [-0.117, 0.111, -0.273], [-0.299, 0.353, -0.112], [-0.739, -0.352, 0.459], [0.251, 0.218, -0.170], [0.286, 0.097, 0.514], [-0.143, 0.013, -0.277], [0.256, -0.404, 0.256], [0.003, 0.261, 0.372], [-0.407, -0.163, 1.242], [1.578, -0.096, -0.875], [-1.511, -1.228, 0.625], [1.154, 2.560, -0.479], [-0.988, -0.404, -0.820], [-0.562, -1.621, 0.736], [0.417, 0.722, -0.307], [-0.111, -0.305, -0.051], [-0.249, -0.143, 1.229], [-0.641, -0.585, 0.030], [0.089, -0.174, -0.405], [-0.005, 0.584, -0.606], [0.265, 0.335, 0.080], [-0.187, -0.295, 0.155], [0.449, 0.376, -0.240], [0.292, 0.338, 0.648], [-0.181, -0.146, -0.423], [0.341, -0.026, -0.992], [-0.720, -1.109, 0.746], [0.829, 0.856, -0.393], [-0.391, 0.251, -0.977], [0.204, 1.749, 0.061], [-0.719, 0.056, -0.869], [0.365, -0.140, 1.081], [0.253, 0.204, -0.696], [0.419, -0.618, 0.996], [0.192, -0.671, -1.272], [0.324, -0.196, -0.381], [-0.326, -0.202, 0.448], [-0.072, 0.396, 0.298], [0.510, -0.090, 0.553], [-0.384, -0.180, -0.469], [0.162, 0.140, -0.563], [-0.473, -0.432, 0.896], [-0.062, 0.014, -0.029], [-0.072, -0.356, 0.277], [0.293, -0.067, 0.452], [0.037, -0.072, -0.085], [-0.352, 0.112, 0.800], [-0.660, 0.846, 0.309], [0.044, -0.243, -0.059], [-0.124, 0.500, 0.300], [-1.442, 0.146, 0.497], [-1.194, 0.348, -0.272], [0.765, 0.680, 0.115], [1.277, 0.815, -0.309], [0.372, -1.254, -0.939], [0.882, -1.309, 0.002], [-0.893, -0.578, 1.042], [-0.899, 0.524, 0.946], [0.050, -0.585, -0.343], [-0.127, 1.218, -1.671], [-0.044, -0.172, -0.041], [0.201, -0.752, -0.652], [0.175, -0.321, -0.220], [0.050, -0.087, 0.309], [-0.155, 0.499, -0.106], [-0.108, -0.178, 0.735], [0.289, 0.109, -0.002], [-0.069, 0.334, -0.151], [-0.011, 0.095, 0.003], [-0.108, 1.138, 0.161], [0.182, -0.202, 0.283], [1.039, -0.451, 0.563]], "mulliken_charge": [2.6886, -0.3867, 1.0525, -1.7761, 2.0397, -0.6588, 0.5018, -0.3517, -0.7303, -0.6774, -0.6931, -0.1432, -0.0538, -0.6293, -0.6131, -0.5443, -0.7999, -0.1137, 0.6639, -0.4796, -0.8574, -0.5313, -0.6721, -0.6058, 0.5192, -0.8152, -0.6061, -0.7025, -0.4330, -0.1175, 0.8824, 0.7687, 0.3919, 0.4338, 0.3978, 0.3981, 0.0273, 0.3487, 0.3674, 0.3885, 0.4505, 0.3043, 0.4102, 0.3938, 0.4156, 0.4264, 0.2948, 0.3656, 0.4389, 0.3881, 0.4648, 0.0024, -2.2238, 0.7788, -0.1219, 0.2789, -0.8100, -0.7522, -0.8840, -0.6687, 0.1963, 1.0217, 0.2612, 0.3261, 0.5544, 0.5945, 0.3209, 0.4114, 0.5163, -1.5955, 0.6781, -1.4655, 0.1863, -0.4362, 0.0782, -0.4511, -0.6221, -0.6556, -0.5698, -0.4869, 0.4370, 0.3927, 0.3959, 0.3998, 0.4297, 0.2687, -0.8678, 0.6037, -0.1588, 0.3091, 0.3232, 0.2890, 0.4002, 0.4641, -0.3934, 0.8908, -0.5914, -0.0210, -0.7008, 0.0543, -0.7964, 0.0797, 0.7297, -0.5973, 0.0652, -0.0417, 0.0877, 0.1603, 0.3839, 0.3558, 0.3520, 0.3931, -0.2620, -1.1965, 0.3302, 0.3375], "homo_ha": -0.2100, "e_tot_ha": -3609.32327, "gap_ev": 5.446}

=====

Entry 2:
{"formula": "C3H7N2O", "method": "ωB97M-V with the def2-TZVPD basis set", "symbols": ["C", "C", "C", "N", "N", "O", "H", "H", "H", "H", "H", "H", "H"], "coordinates": [[0.664521, 1.089623, 1.681776], [-1.312241, 0.452536, 0.262878], [1.209175, -1.444037, -1.459452], [0.253624, -1.160606, -0.496167], [-0.506431, 1.354193, 1.240399], [-0.404026, -0.016200, -0.726615], [0.820654, 1.656045, 2.617618], [-1.831378, -0.218683, 0.852952], [-1.973392, 0.974296, -0.371046], [1.104990, -0.604766, -2.199331], [2.136857, -1.776172, -1.106877], [0.932146, -2.262387, -2.100606], [-1.094497, 1.956158, 1.804472]], "atomic_forces_ev_per_a": [[-2.711, 1.692, 0.481], [3.303, 0.735, -2.038], [-1.712, 1.840, -3.289], [-0.640, -1.433, 3.645], [0.191, -2.428, -0.849], [-0.568, 1.010, -0.436], [1.574, -0.539, -0.213], [-0.609, -1.889, 1.188], [-0.863, 1.470, 0.024], [1.373, -0.406, 0.482], [1.562, 0.334, 0.931], [-0.772, -0.905, -0.125], [-0.128, 0.520, 0.199]], "mulliken_charge": [0.0721, -0.2076, -0.6983, -0.3093, -0.0548, -0.0783, 0.3307, 0.3669, 0.3268, 0.3609, 0.2937, 0.2980, 0.2993], "homo_ha": [-0.4717, -0.5180], "de_lowest_kcal_mol": 61.4, "e_tot_ha": -302.72922, "gap_ev": [7.037, 6.090], "charge": 1, "multiplicity": 3}

=====

Number 1: molecular weight 880.3 g mol⁻¹. Number 2: molecular weight 87.1 g mol⁻¹.